A structure of composition C28H42CeIN2O6SeSiTe. Source: the OMol25 dataset; level of theory: the ωB97M-V functional and the def2-TZVPD basis.

Each line ends with the Löwdin charge.
CARTESIAN COORDINATES (ANGSTROEM)
Ce (-0.049, 1.073, 0.984)  0.572
C (0.860, 8.094, 1.654)  -0.073
O (1.878, 7.640, 0.791)  -0.052
C (1.753, 6.365, 0.402)  -0.287
C (2.556, 6.135, -0.738)  0.026
C (2.715, 4.863, -1.184)  -0.011
C (2.063, 3.798, -0.539)  -0.078
C (2.071, 2.440, -1.152)  -0.240
C (2.772, 2.150, -2.464)  0.016
O (1.502, 1.446, -0.571)  -0.143
C (1.224, 4.065, 0.575)  -0.241
O (0.534, 3.109, 1.194)  -0.223
C (1.134, 5.390, 1.078)  0.074
H (1.119, 9.151, 1.847)  0.106
H (0.825, 7.649, 2.685)  0.103
H (-0.116, 7.896, 1.187)  0.105
H (3.004, 6.963, -1.247)  0.125
H (3.268, 4.692, -2.079)  0.111
H (3.865, 2.415, -2.461)  0.115
H (2.197, 2.670, -3.301)  0.133
H (2.731, 1.097, -2.628)  0.070
H (0.561, 5.451, 1.985)  0.132
O (-0.219, -0.994, -0.145)  -0.153
C (-0.943, -1.987, -0.162)  -0.590
O (-0.781, -3.012, 0.598)  -0.274
C (-2.101, -1.974, -1.107)  -0.154
N (-3.294, -1.260, -0.411)  0.036
C (-4.472, -1.998, -0.705)  -0.169
C (-4.227, -2.806, -1.944)  -0.117
C (-2.730, -3.196, -1.711)  -0.104
H (-1.800, -1.257, -1.870)  0.141
H (-3.207, -0.277, -0.754)  0.016
H (-3.162, -1.132, 0.610)  -0.044
H (-5.317, -1.307, -0.710)  0.141
H (-4.644, -2.674, 0.104)  0.137
H (-4.324, -2.226, -2.923)  0.147
H (-4.899, -3.668, -1.970)  0.124
H (-2.191, -3.469, -2.647)  0.141
H (-2.636, -4.069, -1.049)  0.130
C (-4.193, 4.290, -2.362)  -0.205
Si (-3.764, 3.181, -0.879)  0.188
C (-3.400, 4.305, 0.612)  -0.210
C (-5.088, 1.941, -0.482)  -0.255
Se (-2.008, 1.710, -1.261)  0.416
H (-5.232, 4.664, -2.120)  0.056
H (-4.332, 3.668, -3.201)  -0.003
H (-3.446, 5.076, -2.500)  0.034
H (-4.320, 4.954, 0.819)  0.061
H (-2.514, 4.939, 0.491)  0.022
H (-3.283, 3.640, 1.457)  0.005
H (-6.020, 2.408, -0.124)  0.047
H (-4.620, 1.319, 0.292)  -0.019
H (-5.164, 1.310, -1.398)  0.033
N (2.637, -0.414, 4.046)  0.108
C (2.431, 0.540, 3.046)  -0.496
O (1.197, 0.354, 2.433)  -0.344
C (3.325, 1.433, 2.634)  0.079
I (-2.586, 0.027, 2.626)  0.385
H (1.843, -0.508, 4.649)  0.090
H (3.485, -0.236, 4.587)  0.108
H (3.213, 2.083, 1.786)  0.054
H (4.276, 1.455, 3.068)  0.047
C (2.963, -7.903, -1.690)  -0.048
C (2.719, -6.784, -0.719)  -0.260
C (2.486, -7.002, 0.628)  -0.016
C (2.047, -5.993, 1.443)  -0.310
C (1.812, -6.194, 2.924)  -0.081
C (1.908, -4.695, 0.907)  -0.404
Te (0.902, -3.109, 1.925)  1.587
C (2.426, -4.440, -0.382)  -0.322
C (2.532, -3.055, -0.921)  -0.080
C (2.725, -5.486, -1.235)  -0.009
H (3.822, -8.476, -1.341)  0.081
H (3.158, -7.505, -2.737)  0.094
H (2.005, -8.534, -1.781)  0.114
H (2.666, -7.959, 1.105)  0.131
H (1.463, -7.267, 3.072)  0.106
H (1.049, -5.612, 3.390)  0.011
H (2.749, -6.025, 3.459)  0.092
H (2.955, -2.317, -0.254)  0.070
H (1.480, -2.794, -1.137)  0.072
H (3.115, -3.036, -1.852)  0.089
H (3.060, -5.200, -2.251)  0.131

Values from the calculation:
Gap between HOMO and LUMO (alpha / beta): 0.2468 / 0.2468 hartree
Charge: +1


The molecule C16H20ClNO4. Source: the OMol25 dataset; level of theory: the ωB97M-V functional and the def2-TZVPD basis.

Each line ends with the Löwdin charge.
CARTESIAN COORDINATES (ANGSTROEM)
C (-0.008, 1.976, 1.403)  -0.096
C (1.460, 2.287, 1.678)  -0.236
C (2.364, 1.052, 1.611)  -0.185
C (2.885, 0.742, 0.207)  -0.170
N (1.829, 0.509, -0.749)  0.078
C (1.686, 1.242, -1.866)  -0.470
O (2.457, 2.103, -2.227)  0.074
C (0.451, 0.868, -2.691)  -0.034
O (-0.624, 0.484, -1.835)  -0.026
C (-1.863, 0.862, -2.183)  -0.483
O (-2.130, 1.515, -3.151)  0.141
C (-2.867, 0.326, -1.182)  -0.064
C (-3.064, -1.180, -1.417)  -0.090
C (-1.751, -1.935, -1.325)  -0.367
O (-1.270, -2.479, -2.292)  0.110
C (-1.065, -1.972, -0.006)  -0.148
C (0.276, -2.365, 0.006)  -0.023
C (0.991, -2.432, 1.185)  -0.097
C (0.360, -2.106, 2.378)  -0.679
Cl (1.241, -2.177, 3.861)  0.700
C (-0.976, -1.726, 2.390)  -0.095
C (-1.682, -1.661, 1.204)  -0.018
H (-0.369, 1.211, 2.090)  0.065
H (-0.611, 2.871, 1.538)  0.074
H (-0.152, 1.621, 0.386)  0.046
H (1.536, 2.724, 2.676)  0.104
H (1.814, 3.032, 0.963)  0.111
H (3.238, 1.210, 2.246)  0.112
H (1.824, 0.187, 2.000)  0.075
H (3.535, -0.140, 0.249)  0.119
H (3.466, 1.584, -0.178)  0.121
H (1.134, -0.187, -0.523)  0.105
H (0.151, 1.719, -3.309)  0.136
H (0.696, 0.024, -3.346)  0.150
H (-2.491, 0.513, -0.176)  0.110
H (-3.812, 0.848, -1.327)  0.131
H (-3.774, -1.577, -0.691)  0.120
H (-3.468, -1.338, -2.419)  0.133
H (0.739, -2.629, -0.933)  0.129
H (2.026, -2.735, 1.187)  0.114
H (-1.457, -1.489, 3.326)  0.111
H (-2.725, -1.387, 1.241)  0.115

Values from the calculation:
Structure (SMILES): CCCCNC(=O)COC(=O)CCC(=O)c1ccc(Cl)cc1
Gap between HOMO and LUMO: 0.3420 hartree


The molecule C4H5NS. Source: the OMol25 dataset; level of theory: the ωB97M-V functional and the def2-TZVPD basis.

Each line ends with the Löwdin charge.
CARTESIAN COORDINATES (ANGSTROEM)
C (-1.055, -0.385, 0.174)  -0.019
C (-0.101, 0.209, 0.843)  -0.238
C (0.581, 1.095, 1.535)  -0.452
S (1.769, 2.107, 0.836)  0.890
N (1.165, 1.791, -0.772)  -0.327
C (1.208, 0.551, -1.022)  -0.216
H (-1.033, -1.383, -0.223)  0.052
H (-1.833, 0.184, -0.471)  0.112
H (0.617, 1.213, 2.538)  0.026
H (1.680, -0.099, -0.344)  0.054
H (0.886, 0.320, -2.085)  0.118

Values from the calculation:
Structure (SMILES): C=C=CSN=C
Gap between HOMO and LUMO: 0.3306 hartree


The molecule C4H7NO2. Source: the OMol25 dataset; level of theory: the ωB97M-V functional and the def2-TZVPD basis.

Each line ends with the Löwdin charge.
CARTESIAN COORDINATES (ANGSTROEM)
C (-0.916, -1.404, 0.176)  -0.004
C (0.009, -0.215, -0.013)  -0.395
C (0.754, -0.258, -1.313)  -0.235
O (1.326, -1.275, -1.631)  0.058
C (1.050, 0.645, 0.768)  -0.014
N (-0.344, 0.956, 0.702)  -0.116
O (-0.906, 2.077, 0.066)  -0.017
H (-1.826, -1.159, -0.398)  0.094
H (-0.488, -2.305, -0.260)  0.074
H (-1.231, -1.574, 1.207)  0.081
H (0.867, 0.686, -1.877)  0.138
H (1.791, 1.136, 0.110)  0.122
H (1.479, 0.374, 1.726)  0.110
H (-1.567, 2.318, 0.736)  0.103

Values from the calculation:
Structure (SMILES): C[C@]1(C=O)CN1O
Gap between HOMO and LUMO: 0.3782 hartree


A cluster of 2 separate species, Cl2H3N2P in total. Source: the OMol25 dataset; level of theory: the ωB97M-V functional and the def2-TZVPD basis.

Each line ends with the Löwdin charge.
CARTESIAN COORDINATES (ANGSTROEM)
H (0.254, -2.805, -0.851)  -0.020
N (-0.316, -2.009, -0.550)  -0.229
P (0.522, -0.950, 0.240)  0.243
Cl (2.494, -0.877, 0.412)  0.323
N (0.070, 0.338, 0.975)  -0.241
H (-0.767, 0.698, 0.808)  -0.142
Cl (-1.270, 2.495, -1.140)  0.181
H (-0.987, 3.110, 0.105)  -0.114

Values from the calculation:
Structure (SMILES): [H]/N=P(\Cl)=N/[H].Cl
Gap between HOMO and LUMO: 0.3665 hartree


The molecule C26H33N3O5. Source: the OMol25 dataset; level of theory: the ωB97M-V functional and the def2-TZVPD basis.

Each line ends with the Löwdin charge.
CARTESIAN COORDINATES (ANGSTROEM)
C (6.725, -2.798, -0.081)  -0.073
C (5.251, -2.593, -0.368)  -0.172
O (4.503, -1.486, 0.320)  -0.010
C (3.289, -1.257, -0.269)  -0.421
O (3.052, -1.782, -1.352)  0.056
N (2.252, -0.436, 0.356)  0.096
C (2.481, -0.450, 1.777)  -0.415
C (3.584, 0.466, 2.255)  0.006
O (1.893, -1.187, 2.563)  0.114
C (1.008, -0.071, -0.447)  -0.127
C (0.454, 1.390, -0.520)  -0.150
C (-0.847, 1.776, -0.958)  -0.021
C (-1.205, 3.127, -1.098)  -0.013
C (-0.321, 4.149, -0.716)  -0.231
N (-0.674, 5.516, -0.794)  -0.101
C (-1.931, 5.863, -1.477)  -0.162
C (-2.062, 7.373, -1.613)  -0.181
O (-1.960, 8.002, -0.320)  -0.142
C (-0.666, 7.759, 0.243)  -0.188
C (-0.442, 6.264, 0.438)  -0.152
C (0.948, 3.758, -0.247)  -0.010
C (1.309, 2.410, -0.136)  -0.036
C (-0.117, -1.106, -0.272)  -0.182
C (0.045, -2.318, -0.954)  -0.017
C (-0.927, -3.317, -0.886)  -0.006
C (-2.004, -3.214, 0.022)  -0.211
N (-2.905, -4.296, 0.235)  -0.110
C (-2.993, -5.301, -0.805)  -0.177
C (-4.221, -6.173, -0.560)  -0.181
O (-4.112, -6.790, 0.728)  -0.138
C (-4.115, -5.821, 1.767)  -0.197
C (-2.998, -4.815, 1.596)  -0.147
C (-2.126, -2.004, 0.746)  -0.013
C (-1.237, -0.943, 0.558)  -0.040
H (7.051, -3.645, -0.699)  0.087
H (7.332, -1.949, -0.383)  0.074
H (6.960, -3.038, 0.954)  0.074
H (5.164, -2.406, -1.440)  0.115
H (4.738, -3.529, -0.112)  0.131
H (4.562, 0.212, 1.822)  0.086
H (3.294, 1.480, 1.962)  0.070
H (3.648, 0.444, 3.345)  0.088
H (1.379, -0.229, -1.484)  0.152
H (-1.625, 1.039, -1.181)  0.112
H (-2.185, 3.405, -1.498)  0.100
H (-1.893, 5.425, -2.477)  0.128
H (-2.807, 5.481, -0.916)  0.131
H (-1.288, 7.737, -2.315)  0.129
H (-3.072, 7.632, -1.951)  0.127
H (0.157, 8.154, -0.392)  0.130
H (-0.682, 8.262, 1.222)  0.128
H (-1.132, 5.907, 1.229)  0.138
H (0.584, 6.066, 0.739)  0.106
H (1.654, 4.538, -0.002)  0.101
H (2.274, 2.121, 0.275)  0.090
H (0.945, -2.457, -1.552)  0.103
H (-0.810, -4.210, -1.500)  0.100
H (-2.094, -5.942, -0.814)  0.127
H (-3.068, -4.817, -1.782)  0.129
H (-5.116, -5.526, -0.660)  0.130
H (-4.257, -7.002, -1.285)  0.128
H (-3.954, -6.396, 2.685)  0.128
H (-5.071, -5.276, 1.820)  0.125
H (-2.045, -5.302, 1.881)  0.135
H (-3.163, -3.971, 2.262)  0.114
H (-2.970, -1.908, 1.435)  0.110
H (-1.443, 0.007, 1.082)  0.123

Values from the calculation:
Structure (SMILES): CCOC(=O)N(C(C)=O)C(c1ccc(N2CCOCC2)cc1)c1ccc(N2CCOCC2)cc1
Gap between HOMO and LUMO: 0.3119 hartree


Calculated DFT total energy in order - -5384.79771; -1437.64369; -608.20093; -361.71417; -1373.02178; -1550.94598 Eh